[1]
Here is a structure of composition C40H36Cl5NOP2Re from the Open Molecules 2025 dataset. Energies are from ωB97M-V with the def2-TZVPD basis set.

Each line ends with the Löwdin spin population.
CARTESIAN COORDINATES (ANGSTROEM)
1 Re 0.372 0.103 -0.048  2.1733
2 C -1.663 1.009 0.132  0.0074
3 C -2.227 -0.302 -0.174  0.0701
4 C -1.898 -1.181 0.850  0.1309
5 C -1.081 -0.459 1.814  0.0504
6 C -1.050 0.905 1.450  0.0263
7 C -0.723 2.045 2.366  0.0134
8 C -0.490 -1.055 3.045  0.0146
9 C -2.247 -2.616 0.933  0.0220
10 C -3.007 -0.626 -1.396  0.0066
11 C -2.245 2.268 -0.430  0.0010
12 H -1.571 2.228 3.030  0.0010
13 H -0.538 2.965 1.814  0.0002
14 H 0.140 1.833 2.998  0.0005
15 H -1.258 -1.125 3.821  0.0048
16 H 0.323 -0.448 3.442  0.0012
17 H -0.120 -2.063 2.862  0.0007
18 H -3.219 -2.733 1.421  0.0096
19 H -1.518 -3.178 1.514  0.0022
20 H -2.314 -3.065 -0.056  0.0022
21 H -4.076 -0.551 -1.178  0.0031
22 H -2.812 -1.642 -1.737  -0.0001
23 H -2.791 0.065 -2.209  0.0008
24 H -3.261 2.382 -0.043  -0.0014
25 H -2.313 2.236 -1.516  -0.0001
26 H -1.683 3.155 -0.141  -0.0003
27 N 1.481 2.035 -2.184  0.0121
28 P 0.872 0.484 -2.453  0.0352
29 C 2.195 -0.572 -3.062  0.0118
30 C 3.446 -0.051 -3.387  0.0044
31 C 4.457 -0.897 -3.813  0.0010
32 C 4.229 -2.262 -3.913  0.0043
33 C 2.985 -2.787 -3.592  -0.0005
34 C 1.971 -1.947 -3.164  0.0044
35 C -0.423 0.594 -3.699  -0.0022
36 C -0.799 -0.530 -4.437  -0.0017
37 C -1.846 -0.446 -5.339  0.0001
38 C -2.521 0.753 -5.521  -0.0016
39 C -2.145 1.876 -4.798  0.0003
40 C -1.105 1.796 -3.887  -0.0016
41 P 1.427 2.345 -0.520  0.0337
42 C 0.822 4.040 -0.358  0.0044
43 C 1.055 4.742 0.826  -0.0002
44 C 0.604 6.044 0.964  0.0003
45 C -0.066 6.665 -0.082  -0.0007
46 C -0.281 5.981 -1.270  0.0004
47 C 0.154 4.673 -1.405  0.0003
48 C 3.097 2.411 0.158  0.0022
49 C 3.279 2.235 1.528  0.0032
50 C 4.550 2.303 2.075  0.0005
51 C 5.645 2.536 1.254  -0.0005
52 C 5.469 2.709 -0.112  0.0006
53 C 4.198 2.651 -0.661  -0.0009
54 H 1.830 2.667 -2.895  0.0010
55 H 3.640 1.009 -3.306  0.0004
56 H 5.426 -0.490 -4.069  0.0000
57 H 5.023 -2.918 -4.245  0.0002
58 H 2.802 -3.851 -3.676  -0.0001
59 H 1.007 -2.368 -2.906  -0.0003
60 H -0.278 -1.468 -4.331  0.0000
61 H -2.129 -1.320 -5.910  0.0000
62 H -3.333 0.814 -6.232  -0.0001
63 H -2.657 2.816 -4.948  0.0000
64 H -0.825 2.678 -3.327  0.0000
65 H 1.604 4.288 1.641  -0.0001
66 H 0.788 6.580 1.885  0.0000
67 H -0.409 7.684 0.027  0.0000
68 H -0.785 6.467 -2.094  0.0001
69 H -0.023 4.155 -2.338  0.0000
70 H 2.433 2.037 2.178  0.0019
71 H 4.689 2.169 3.139  0.0000
72 H 6.637 2.586 1.681  0.0000
73 H 6.322 2.896 -0.749  0.0000
74 H 4.073 2.797 -1.726  -0.0001
75 Cl 4.929 -5.494 -0.547  0.0088
76 C 3.578 -4.451 -0.479  0.0219
77 C 3.734 -3.148 -0.003  -0.0017
78 Cl 5.256 -2.559 0.502  -0.0021
79 C 2.615 -2.335 0.047  0.0273
80 Cl 2.746 -0.668 0.527  0.0875
81 C 1.346 -2.739 -0.363  0.0035
82 O 0.319 -1.923 -0.310  0.1822
83 C 1.215 -4.046 -0.859  0.0196
84 Cl -0.301 -4.531 -1.490  0.0055
85 C 2.318 -4.891 -0.911  -0.0027
86 Cl 2.150 -6.475 -1.537  -0.0025

Computed properties:
Highest occupied orbital energy (spin up / spin down) = -12.8 / -13.4 eV
Multiplicity = 4
Total charge = +2
HOMO-LUMO gap (spin up / spin down) = 7.1163 / 6.0088 eV

***

[2]
Here is the ion C2H8N3 with charge +1 from the Open Molecules 2025 dataset. Energies are from ωB97M-V with the def2-TZVPD basis set.

Each line ends with the Mulliken charge.
CARTESIAN COORDINATES (ANGSTROEM)
1 C -1.267 -0.592 1.366  -0.9857
2 N -0.228 0.333 0.885  -0.1792
3 C 0.321 0.182 -0.311  0.5871
4 N 1.319 0.998 -0.720  -0.4369
5 N -0.071 -0.774 -1.149  -0.3290
6 H -0.913 -1.607 1.480  0.4042
7 H -1.587 -0.245 2.348  0.3006
8 H -2.113 -0.551 0.675  0.3531
9 H 0.301 0.712 1.656  0.3021
10 H 1.175 1.563 -1.544  0.2382
11 H 2.075 1.292 -0.129  0.2273
12 H -0.977 -1.204 -1.055  0.2439
13 H 0.256 -0.622 -2.100  0.2742

Computed properties:
SMILES string = CNC(N)=[NH2+]
Highest occupied orbital energy = -15.3 eV
Total charge = +1
HOMO-LUMO gap = 11.9537 eV

***

The records above give, respectively, energy above the lowest of the compared OMol25 structures with the same formula, charge and spin values of 39.23, 45.96 kJ/mol.
The records above give, respectively, E values of -128909.37105, -6668.15274 eV.
The records above give, respectively, maximum force values of 0.70, 1.58 eV Å⁻¹.